7
Properties=species:S:1:pos:R:3:forces:R:3:nbo_charge:R:1 method="wB97M-V/def2-TZVPD" e_tot_ha=-5242.61685 smiles="C=NBr.Br" de_lowest_kcal_mol=9.7 homo_ev=-9.8
C 1.35174 0.52323 0.28994 -1.15 -1.77 0.64 -0.063
N 1.00877 -0.65726 0.60191 -0.27 0.58 0.63 -0.442
Br -3.07039 -0.62615 -0.28190 -0.88 2.12 -0.40 -0.218
Br 1.56194 -2.13219 -0.40351 0.26 0.40 -0.23 0.154
H 1.90160 0.82850 -0.52885 1.43 0.31 -1.82 0.163
H -3.67269 0.76110 -0.54825 0.89 -2.11 0.40 0.218
H 0.91903 1.30278 0.87066 -0.27 0.47 0.78 0.188